Computed, not measured: C53H36Cl2KN8O5P as an isolated structure, with wB97M-V/def2-TZVPD.

```
106
Properties=species:S:1:pos:R:3:forces:R:3:lowdin_charge:R:1
K 0.845 0.013 1.240 0.059 0.246 0.149 0.7135
Cl -4.307 2.221 5.423 -0.391 0.090 0.468 0.5957
C -3.765 0.978 4.356 -0.952 -1.803 -1.087 -0.7266
C -3.426 1.349 3.052 1.756 -0.874 -0.130 -0.0573
C -2.569 0.485 2.260 -1.377 -0.402 2.244 -0.2198
N -1.907 0.868 1.126 -0.773 1.623 -1.875 0.0901
C -2.519 1.817 0.381 -0.319 -0.576 2.233 -0.4851
O -3.584 2.457 0.607 0.051 -0.290 -0.125 -0.0677
C -1.839 2.206 -0.868 0.579 0.875 -2.265 -0.1741
C -2.562 3.184 -1.737 -0.207 -0.714 -0.571 0.0155
C -2.475 3.553 -3.032 -2.093 0.911 1.269 -0.0524
C -1.286 2.163 -4.703 -0.031 -1.159 -0.985 -0.2024
C -0.560 1.192 -3.711 0.353 0.475 -0.161 -0.1944
N -0.817 1.560 -1.238 1.685 -0.800 -0.785 0.1022
C -2.251 -0.823 2.828 -2.336 1.688 1.764 -0.2481
C -3.134 -1.352 3.878 0.794 2.265 -1.193 -0.0545
C -3.843 -0.423 4.650 1.189 0.605 -0.825 -0.7141
Cl -4.587 -1.049 6.073 -0.454 0.115 0.609 0.6068
N -1.092 -1.362 2.488 1.642 -3.118 0.399 0.0429
C -0.607 -2.408 3.244 -0.785 0.912 -0.927 -0.4613
O -0.966 -2.897 4.337 0.085 0.315 -0.641 -0.0297
C 0.598 -3.047 2.610 1.742 -1.975 1.496 -0.1554
C 1.386 -3.964 3.485 -0.128 1.319 -2.541 0.0203
C 2.579 -4.433 2.955 -0.876 -0.082 -0.013 -0.0883
C 2.903 -4.170 1.614 -0.766 0.869 0.872 -0.0722
C 2.084 -3.340 0.880 -0.574 -0.870 0.154 -0.1645
N 0.946 -2.836 1.338 -0.512 0.674 1.588 0.0691
H -3.593 2.371 2.723 0.146 -0.311 0.155 0.0872
H -3.546 3.355 -1.343 -0.073 0.234 0.492 0.0903
H -3.455 4.019 -3.296 0.918 -0.205 -0.318 0.1171
H -0.742 2.267 -5.662 -0.069 0.028 0.347 0.1432
H 0.228 0.841 -4.342 0.792 -0.886 -0.061 0.1394
H -3.039 -2.385 4.148 -0.125 -0.005 0.274 0.0782
H 1.102 -4.334 4.453 -0.465 0.616 0.198 0.0953
H 3.177 -5.057 3.615 0.222 -0.049 -0.418 0.0945
H 3.758 -4.563 1.170 1.437 -0.607 -0.603 0.0699
H 2.193 -3.128 -0.167 0.731 -0.070 -0.455 0.0845
O 7.537 4.408 1.687 -0.142 -0.060 -0.088 -0.0586
C 6.768 4.083 2.631 3.051 1.822 -0.958 -0.7415
O 6.815 4.471 3.804 -0.164 0.176 0.913 -0.0348
C 5.749 3.138 2.281 -5.555 -2.657 1.976 -0.0864
C 5.423 2.469 1.132 0.865 -1.266 -1.311 0.0385
C 4.440 1.417 1.067 0.483 2.205 1.733 -0.2062
N 3.479 1.323 1.986 0.440 -0.157 -0.904 0.1584
C 3.591 2.155 3.044 2.871 -0.663 -0.976 -0.2490
C 4.729 2.867 3.311 2.122 1.230 -1.242 0.0782
C 2.626 2.129 4.060 -3.841 0.861 2.312 -0.1953
C 2.548 3.155 5.080 2.015 -2.558 -2.781 -0.0217
C 1.412 3.359 5.741 -1.688 0.338 0.850 -0.0863
C 0.441 2.356 5.610 -1.613 0.673 0.804 -0.0502
C 0.650 1.281 4.744 -2.818 1.273 2.139 -0.1529
N 1.596 1.291 3.884 2.399 -1.030 -1.344 0.0981
C 4.531 0.472 -0.042 -1.700 -0.567 -0.629 -0.2230
C 5.742 0.092 -0.586 0.502 1.423 0.532 -0.0262
C 5.778 -0.672 -1.734 0.606 -0.397 0.009 -0.0853
C 4.575 -1.012 -2.285 -1.740 -1.142 -0.745 -0.0732
C 3.345 -0.660 -1.648 1.695 0.053 -0.134 -0.1234
N 3.334 0.046 -0.524 0.129 -0.078 -0.539 0.1063
H 6.004 2.589 0.219 0.166 0.260 0.323 0.1133
H 4.876 3.339 4.287 0.203 -0.153 -0.766 0.1041
H 3.450 3.677 5.197 0.455 1.346 0.362 0.0817
H 1.342 4.343 6.241 -0.506 -0.964 0.261 0.1176
H -0.590 2.432 6.054 1.320 -0.041 -0.177 0.1157
H -0.165 0.551 4.754 0.449 -0.220 -0.588 0.1197
H 6.600 0.612 -0.149 0.054 -0.798 -0.183 0.1186
H 6.734 -1.031 -2.150 -0.595 0.370 0.106 0.1133
H 4.507 -1.662 -3.180 0.142 0.589 0.548 0.1057
H 2.400 -0.951 -2.106 0.002 -0.024 0.291 0.1001
O -0.323 -0.898 -0.879 -1.279 -0.338 -1.444 -0.1797
N -0.793 -1.665 -1.975 -1.489 3.636 -0.794 -0.2286
C -0.358 -2.907 -2.149 1.801 -4.142 -0.784 -0.1473
C -0.792 -3.456 -3.378 0.627 -0.633 1.108 -0.2215
C -0.401 -4.682 -4.120 0.343 1.662 2.765 -0.0768
C -1.058 -5.004 -5.234 0.691 -1.065 -1.598 -0.1656
C -2.207 -4.303 -5.701 -0.621 1.407 0.554 -0.1405
C -2.646 -3.171 -5.023 0.527 -0.138 0.009 -0.1180
C -1.869 -2.685 -3.964 -0.317 0.312 0.733 -0.3117
P -2.181 -1.258 -3.013 2.154 -2.374 1.416 1.0712
C -1.772 0.275 -3.765 -0.728 2.234 -1.121 -0.2137
C -2.327 1.036 -4.774 -0.810 -0.776 1.218 0.0041
C -1.462 3.537 -4.097 1.202 1.352 -0.888 -0.2911
C -0.110 4.020 -3.522 -0.075 -2.070 1.637 -0.0161
C 0.483 3.213 -2.588 -0.916 0.665 -1.929 0.0012
C 0.066 1.744 -2.449 -0.715 0.856 1.565 -0.2154
C -3.661 -1.290 -2.011 -1.980 1.169 -0.040 -0.2739
C -4.419 -0.119 -1.732 1.430 -1.417 2.131 -0.0514
C -5.260 -0.128 -0.588 0.056 1.120 -0.888 -0.0625
C -5.474 -1.309 0.102 -0.165 -0.456 0.298 -0.0824
C -4.777 -2.471 -0.197 -0.346 -0.269 -0.307 -0.0804
C -3.937 -2.476 -1.284 -0.224 -0.403 -1.655 -0.0777
H -0.764 0.053 -1.008 0.913 -0.780 0.797 0.0282
H 0.221 -3.444 -1.333 -0.826 0.979 -1.260 0.1225
H 0.410 -5.270 -3.668 -0.267 0.218 -0.619 0.1033
H -0.583 -5.802 -5.859 -0.887 0.475 0.508 0.1019
H -2.673 -4.567 -6.614 -0.521 -0.540 -0.636 0.0587
H -3.558 -2.570 -5.174 0.311 -0.676 -0.801 0.1024
H -3.230 0.801 -5.387 0.844 0.530 0.430 0.1109
H -1.673 4.365 -4.847 -0.425 -1.396 0.519 0.1449
H 0.126 5.034 -3.822 0.433 0.022 0.650 0.0950
H 1.236 3.533 -1.892 0.502 0.235 -0.114 0.1024
H 0.983 1.148 -2.204 -0.770 0.486 -0.132 0.1341
H -4.077 0.775 -2.208 -0.361 0.705 -0.225 0.0764
H -5.677 0.839 -0.227 0.083 -0.959 -0.443 0.1165
H -6.276 -1.469 0.808 0.152 0.791 0.540 0.1023
H -4.974 -3.403 0.361 0.025 0.581 -0.470 0.1159
H -3.803 -3.419 -1.828 1.148 0.093 0.744 0.1191
```
Forces are in eV/Å.

The LUMO energy (spin up / spin down) is 3.4 / 3.4 eV. The total charge is -2. The value obtained for the total energy is -128356.13793 eV. The maximum force comes out at 0.1258 hartree/bohr. Its orbital gap (spin up / spin down) is 4.9 / 4.9 eV.